Entry 1:
DFT (wB97M-V/def2-TZVPD) results for a molecular structure, C4H9O5S at a distorted geometry.

Results
Energy relative to the best compared isomer or geometry (same formula, charge and spin) (eV): 0.2103
Charge: -1
Frontier orbital gap (eV): 9.30
E_tot (Ha): -932.2358

CARTESIAN COORDINATES (ANGSTROEM)
C 1.89 0.21 -0.36
C -2.49 -0.14 -0.22
C 1.07 -0.66 0.58
C -1.18 0.00 0.47
O 0.22 1.96 1.65
O -2.07 2.42 0.95
O -0.31 2.21 -0.72
O -1.44 -0.13 2.25
O -0.25 -0.89 0.10
S -0.80 1.82 0.60
H 2.88 0.38 0.06
H 2.00 -0.26 -1.34
H 1.39 1.17 -0.49
H -2.36 0.27 -1.22
H -2.82 -1.18 -0.28
H -3.22 0.47 0.31
H 1.02 -0.19 1.56
H 1.51 -1.67 0.67
H -1.03 0.70 2.50


Entry 2:
DFT (wB97M-V/def2-TZVPD) results for C6H12O2 in the gas phase at a distorted geometry.

Results
SMILES string: C/C(=C\CO)[C@@H](C)O
Energy relative to the best compared isomer or geometry (same formula, charge and spin) (eV): 3.0518
Frontier orbital gap (eV): 10.33
E_tot (Ha): -386.2080

CARTESIAN COORDINATES (ANGSTROEM)
C 1.64 -0.03 -0.64
C -2.11 -0.03 1.26
C 2.57 0.55 0.41
C -0.91 0.49 -1.56
C -0.09 0.21 -0.35
C -0.41 -0.04 0.88
O 1.96 -1.39 -0.83
O -2.75 -1.09 0.59
H 1.22 -1.95 -0.56
H -3.53 -1.44 1.04
H 1.82 0.49 -1.59
H -2.20 -0.11 2.34
H -2.54 0.92 0.92
H 0.20 -0.30 1.74
H 2.51 0.00 1.36
H 3.62 0.48 0.08
H 2.34 1.60 0.59
H -1.24 1.53 -1.57
H -1.77 -0.18 -1.63
H -0.34 0.30 -2.48


Entry 3:
DFT (wB97M-V/def2-TZVPD) results for 3 unconnected molecules or ions with the total composition C4H9N3 at a distorted geometry.

Results
Energy relative to the best compared isomer or geometry (same formula, charge and spin) (eV): 7.5706
Frontier orbital gap (alpha / beta) (eV): 8.08 / 8.08
E_tot (Ha): -321.8121

CARTESIAN COORDINATES (ANGSTROEM)
C 2.38 0.22 0.83
N 0.29 -0.30 -0.30
C 0.28 0.00 0.94
N 0.46 0.61 -1.32
C -1.76 -0.60 -0.18
C -2.49 -0.36 -1.26
N -0.09 -0.20 2.11
H 0.35 0.13 -2.20
H -0.20 1.38 -1.26
H 0.63 -0.08 2.82
H -2.19 -0.99 0.74
H 2.44 1.16 1.37
H 2.71 -0.66 1.37
H 2.80 0.30 -0.17
H -3.55 -0.61 -1.31
H -2.06 0.02 -2.18


Entry 4:
DFT (wB97M-V/def2-TZVPD) results for 2 unconnected molecules or ions with the total composition C6H15OP at a distorted geometry.

Results
SMILES string: CC(C)(C)O.C=PC
Energy relative to the best compared isomer or geometry (same formula, charge and spin) (eV): 2.9425
Frontier orbital gap (eV): 9.81
E_tot (Ha): -654.0828

CARTESIAN COORDINATES (ANGSTROEM)
C 3.83 -0.58 -0.29
C -2.68 1.50 1.06
C -1.63 -0.49 -0.23
C -1.09 -0.24 2.12
C 2.54 -1.13 -2.84
C -1.38 0.59 0.86
O -0.39 1.58 0.55
P 2.38 -1.08 -0.97
H 3.72 -0.49 0.86
H 4.76 -0.37 -0.94
H -3.50 0.81 1.22
H -2.56 2.16 2.09
H -2.91 2.16 0.33
H -1.73 0.06 -1.15
H -2.49 -1.18 -0.11
H -0.73 -1.02 -0.17
H -0.10 -0.14 2.23
H -1.58 0.13 3.06
H -1.42 -1.24 1.98
H 2.99 -2.02 -3.16
H 1.58 -1.14 -3.27
H 3.05 -0.16 -3.28
H -0.66 2.27 0.04


Entry 5:
DFT (wB97M-V/def2-TZVPD) results for 8 unconnected molecules or ions with the total composition C44H112N8O14 at a distorted geometry.

Results
SMILES string: COC[C@H](C)N.COC[C@H](C)N.COCCNCCOC.COCCNCCOC.COCCNCCOC.COCCNCCOC.COCCNCCOC.COCCNCCOC
Energy relative to the best compared isomer or geometry (same formula, charge and spin) (eV): 5.4008
Frontier orbital gap (eV): 8.81
E_tot (Ha): -3234.5404

CARTESIAN COORDINATES (ANGSTROEM)
C 4.79 -6.27 -5.89
O 5.46 -5.18 -5.24
C 6.81 -5.07 -5.61
C 7.60 -4.12 -4.70
N 7.05 -2.79 -4.93
C 7.46 -1.85 -3.85
C 6.79 -0.45 -4.09
O 5.33 -0.63 -4.23
C 4.63 0.57 -4.09
H 4.66 -6.04 -6.95
H 3.84 -6.56 -5.44
H 5.35 -7.20 -5.82
H 6.79 -4.71 -6.64
H 7.16 -6.10 -5.56
H 8.65 -4.15 -5.01
H 7.58 -4.45 -3.67
H 6.04 -2.79 -4.99
H 8.54 -1.72 -3.81
H 7.12 -2.21 -2.88
H 7.15 0.06 -4.98
H 7.10 0.26 -3.32
H 5.03 1.41 -4.66
H 4.53 0.82 -3.04
H 3.63 0.48 -4.51
C 9.00 2.15 2.45
O 9.21 3.38 1.76
C 9.48 4.54 2.53
C 9.84 5.72 1.66
N 8.63 6.30 1.02
C 8.94 7.37 0.14
C 7.73 7.81 -0.75
O 7.48 6.89 -1.80
C 8.35 6.90 -2.95
H 8.15 2.18 3.13
H 9.86 1.87 3.06
H 8.88 1.44 1.64
H 10.35 4.30 3.13
H 8.70 4.86 3.24
H 10.53 5.37 0.89
H 10.32 6.48 2.27
H 8.21 5.56 0.47
H 9.73 7.01 -0.52
H 9.31 8.25 0.68
H 7.84 8.77 -1.25
H 6.77 7.92 -0.26
H 8.25 7.80 -3.54
H 8.08 6.08 -3.62
H 9.43 6.91 -2.82
C -9.72 0.47 -4.66
O -8.44 0.01 -4.30
C -7.36 0.27 -5.21
C -6.00 -0.08 -4.76
N -4.89 0.53 -5.45
C -4.76 1.97 -5.70
C -4.71 2.92 -4.52
O -3.67 2.47 -3.59
C -3.41 3.38 -2.54
H -9.88 0.05 -5.66
H -9.90 1.54 -4.78
H -10.52 -0.08 -4.17
H -7.31 1.36 -5.21
H -7.45 -0.13 -6.22
H -5.87 -1.16 -4.70
H -6.02 0.32 -3.74
H -4.03 0.20 -5.03
H -5.47 2.33 -6.44
H -3.81 2.08 -6.23
H -5.63 3.03 -3.94
H -4.45 3.90 -4.90
H -3.16 4.40 -2.83
H -2.55 2.97 -2.00
H -4.19 3.50 -1.78
C -10.87 4.06 -0.88
O -11.07 3.35 0.29
C -10.04 2.35 0.56
C -10.17 1.85 2.02
N -9.61 0.52 2.25
C -8.14 0.60 1.98
C -7.37 -0.52 2.61
O -7.42 -1.71 1.82
C -6.68 -2.93 2.27
H -11.77 4.66 -0.91
H -11.02 3.43 -1.75
H -9.94 4.64 -0.88
H -9.07 2.83 0.45
H -10.08 1.58 -0.21
H -11.21 2.01 2.29
H -9.84 2.44 2.87
H -10.04 -0.21 1.70
H -7.73 1.57 2.27
H -8.09 0.48 0.90
H -7.88 -0.77 3.55
H -6.37 -0.16 2.83
H -6.71 -3.61 1.42
H -7.16 -3.48 3.08
H -5.65 -2.66 2.52
C -2.92 3.57 6.69
O -4.23 3.55 7.27
C -4.37 2.89 8.53
C -5.89 2.73 8.83
N -6.42 4.06 8.94
C -7.92 4.10 8.97
C -8.60 3.39 10.18
O -8.89 2.04 9.95
C -9.30 1.26 11.08
H -2.62 2.59 6.32
H -2.13 3.95 7.34
H -2.93 4.20 5.80
H -3.85 3.44 9.31
H -3.92 1.90 8.52
H -6.03 2.14 9.73
H -6.40 2.22 8.02
H -6.07 4.53 8.12
H -8.36 3.75 8.04
H -8.17 5.16 9.04
H -9.57 3.80 10.45
H -7.95 3.52 11.05
H -8.53 1.26 11.85
H -9.55 0.23 10.81
H -10.20 1.71 11.51
C 5.58 -3.69 7.84
O 4.68 -4.62 7.21
C 4.60 -5.87 7.90
C 3.49 -6.72 7.30
N 3.85 -7.08 5.95
C 2.63 -7.24 5.16
C 2.95 -7.26 3.63
O 3.90 -6.29 3.28
C 4.27 -6.38 1.94
H 5.48 -3.55 8.92
H 5.50 -2.68 7.43
H 6.59 -4.08 7.70
H 4.27 -5.73 8.93
H 5.60 -6.30 7.83
H 2.56 -6.15 7.34
H 3.30 -7.63 7.85
H 4.42 -6.32 5.61
H 2.00 -6.36 5.30
H 2.14 -8.16 5.48
H 2.03 -7.20 3.05
H 3.38 -8.24 3.43
H 4.84 -5.47 1.75
H 3.44 -6.44 1.24
H 4.85 -7.28 1.72
C -0.61 -3.37 -1.46
C -0.27 -1.91 -1.01
C 0.82 -1.91 0.10
O 0.89 -0.55 0.63
C 2.24 -0.24 1.07
N 0.15 -1.24 -2.19
H -0.99 -3.97 -0.62
H 0.29 -3.87 -1.81
H -1.32 -3.40 -2.28
H -1.15 -1.36 -0.67
H 1.77 -2.20 -0.35
H 0.62 -2.62 0.90
H 3.02 -0.51 0.36
H 2.40 -0.77 2.01
H 2.22 0.82 1.33
H -0.08 -0.27 -2.02
H 1.16 -1.17 -2.13
C 2.83 -0.02 -11.05
C 2.84 -0.51 -9.62
C 2.96 -2.04 -9.37
O 1.87 -2.80 -9.90
C 0.70 -2.76 -9.03
N 3.95 0.24 -9.01
H 2.04 -0.49 -11.63
H 3.73 -0.22 -11.64
H 2.66 1.06 -11.09
H 1.91 -0.14 -9.20
H 3.06 -2.20 -8.29
H 3.85 -2.26 -9.95
H 0.90 -3.34 -8.13
H -0.23 -3.12 -9.47
H 0.52 -1.73 -8.73
H 4.82 -0.22 -9.20
H 3.88 0.10 -8.01